Entry 1:
Below is an isolated molecule of C3H4O2, with properties calculated with ωB97M-V/def2-TZVPD.

Each line ends with the natural charge from an NBO analysis.
Geometry (Å):
C  0.015  0.393  -1.128  0.339
C  0.838  2.036  -1.356  0.406
C  0.138  0.019  0.330  -0.627
O  -0.400  1.704  -1.041  -0.492
O  1.249  0.793  -1.611  -0.492
H  -0.635  -0.249  -1.625  0.181
H  0.946  0.766  0.713  0.235
H  0.346  -1.041  0.370  0.218
H  -0.928  0.339  0.755  0.231

Forces on the atoms, in the same order (eV/Å):
-0.405 -1.118 3.419
1.240 2.560 -0.956
-1.178 1.565 0.624
-1.088 1.865 -0.655
0.950 -0.525 -1.034
-0.702 -1.133 -1.712
-1.430 -1.870 -0.106
0.215 -0.180 0.861
2.399 -1.163 -0.439

## Properties
net charge	0
DFT total energy	-7267.166	eV
maximum force	3.6	eV/A
relative energy (zero: lowest compared OMol25 entry of this formula, charge and spin)	339.6	kJ/mol
HOMO	-0.35736	Ha
LUMO energy	0.0315	hartree

Entry 2:
Below is an isolated molecule of C3H4O2, with properties calculated with ωB97M-V/def2-TZVPD.

Each line ends with the natural charge from an NBO analysis.
Geometry (Å):
O  0.445  1.995  0.376  -0.493
C  0.098  0.865  0.173  0.579
C  0.989  -0.315  0.048  -0.191
O  -0.108  -1.192  -0.235  -0.531
C  -1.129  -0.185  -0.138  -0.179
H  1.554  -0.490  0.978  0.205
H  1.688  -0.170  -0.784  0.205
H  -1.698  -0.078  -1.084  0.201
H  -1.865  -0.441  0.651  0.202

Forces on the atoms, in the same order (eV/Å):
-1.577 -0.534 -0.173
0.136 0.201 0.005
0.358 -0.094 -0.057
0.152 -0.131 0.091
0.163 0.592 0.121
-0.234 -0.412 -0.244
-0.026 -0.348 0.019
0.496 0.253 0.346
0.532 0.473 -0.108

## Properties
net charge	0
DFT total energy	-7268.784	eV
maximum force	1.7	eV/A
relative energy (zero: lowest compared OMol25 entry of this formula, charge and spin)	183.5	kJ/mol
SMILES	O=C1COC1
HOMO	-0.37181	Ha
LUMO energy	0.0336	hartree

Entry 3:
Below is a structure of composition C3H4O2, with properties calculated with ωB97M-V/def2-TZVPD.

Each line ends with the natural charge from an NBO analysis.
Geometry (Å):
C  -0.556  -0.880  0.214  -0.355
C  -1.282  0.092  -0.320  0.166
C  0.545  0.124  0.430  0.361
O  -0.290  1.030  -0.299  -0.515
O  2.017  0.033  -0.272  -0.738
H  -0.762  -1.780  0.660  0.212
H  -2.206  0.285  -0.795  0.207
H  0.659  0.538  1.459  0.187
H  1.874  0.558  -1.078  0.474

Forces on the atoms, in the same order (eV/Å):
0.419 0.252 0.281
1.461 -0.669 -0.173
2.491 0.444 -1.095
0.494 2.529 -0.806
-4.047 0.226 1.764
-0.349 -2.082 0.603
-0.864 0.170 -0.025
0.452 -0.634 -0.821
-0.058 -0.236 0.273

## Properties
net charge	0
DFT total energy	-7267.561	eV
maximum force	4.4	eV/A
relative energy (zero: lowest compared OMol25 entry of this formula, charge and spin)	301.5	kJ/mol
HOMO	-0.34822	Ha
LUMO energy	0.0348	hartree

Entry 4:
Below is an isolated molecule of C3H4O2, with properties calculated with ωB97M-V/def2-TZVPD.

Each line ends with the natural charge from an NBO analysis.
Geometry (Å):
O  0.388  -1.714  -1.178  -0.521
C  0.123  -0.772  -0.466  0.491
C  -0.702  -0.637  0.740  -0.288
O  -0.180  1.018  0.760  -0.568
C  0.503  0.714  -0.492  -0.186
H  -0.500  -1.142  1.686  0.230
H  -1.346  0.418  0.629  0.410
H  0.138  1.310  -1.339  0.208
H  1.574  0.890  -0.339  0.223

Forces on the atoms, in the same order (eV/Å):
-0.127 0.831 0.739
0.100 -0.260 -0.890
-0.239 2.191 0.414
0.969 -0.616 -0.034
-0.032 0.043 0.096
-0.206 0.137 -0.267
-0.374 -1.993 -0.114
0.061 -0.209 0.175
-0.153 -0.122 -0.118

## Properties
net charge	0
DFT total energy	-7266.364	eV
maximum force	2.2	eV/A
relative energy (zero: lowest compared OMol25 entry of this formula, charge and spin)	417.0	kJ/mol
SMILES	O=C1COC1
HOMO	-0.35260	Ha
LUMO energy	0.0114	hartree

Entry 5:
Below is the ion C3H4O2S with charge -2, with properties calculated with ωB97M-V/def2-TZVPD.

Each line ends with the natural charge from an NBO analysis.
Geometry (Å):
O  -0.487  1.690  1.785  -0.826
C  -0.285  0.504  1.417  0.770
O  -0.583  -0.539  2.053  -0.827
C  0.495  0.263  0.057  -0.522
C  -0.246  -0.553  -0.987  -0.490
S  0.575  -0.715  -2.658  -0.825
H  0.666  1.296  -0.275  0.187
H  1.451  -0.190  0.317  0.184
H  -1.263  -0.188  -1.129  0.168
H  -0.322  -1.567  -0.580  0.181

Forces on the atoms, in the same order (eV/Å):
0.008 -0.015 -0.221
0.418 -0.708 -0.182
-0.201 -0.045 0.137
-0.699 1.576 0.668
0.487 -0.775 -0.198
-0.130 0.152 0.322
0.248 -0.330 -0.390
0.110 -0.140 -0.134
-0.038 0.188 0.049
-0.205 0.098 -0.051

## Properties
net charge	-2
DFT total energy	-18105.448	eV
maximum force	1.8	eV/A
relative energy (zero: lowest compared OMol25 entry of this formula, charge and spin)	7.5	kJ/mol
SMILES	O=C([O-])CC[S-]
HOMO	0.02775	Ha
LUMO energy	0.2311	hartree

Entry 6:
Below is a cluster of 2 separate species, C3H4O2S in total, with properties calculated with ωB97M-V/def2-TZVPD.

Each line ends with the natural charge from an NBO analysis.
Geometry (Å):
C  1.863  -1.596  -0.314  0.714
C  1.181  -0.404  -0.161  -0.066
C  -2.221  0.755  0.530  -0.492
O  2.414  -2.509  -0.834  -0.503
O  1.677  -1.132  1.011  -0.441
S  1.072  1.290  -0.256  0.114
H  -3.209  0.977  0.667  0.159
H  -1.764  0.711  -0.457  0.156
H  -1.564  0.333  1.398  0.173
H  0.551  1.575  -1.583  0.186

Forces on the atoms, in the same order (eV/Å):
0.918 -0.519 -0.320
-0.229 -0.487 0.084
4.057 -1.652 1.080
-0.633 0.620 0.402
-0.385 0.446 -0.770
-0.278 1.103 -1.342
-2.281 0.542 0.354
-0.378 0.089 0.312
-1.540 0.971 -1.729
0.748 -1.113 1.930

## Properties
net charge	0
DFT total energy	-18100.027	eV
maximum force	4.5	eV/A
relative energy (zero: lowest compared OMol25 entry of this formula, charge and spin)	582.6	kJ/mol
HOMO (spin up / spin down)	-0.33319 / -0.31169	Ha
LUMO energy (spin up / spin down)	-0.0345 / -0.0038	hartree

Entry 7:
Below is an isolated molecule of C3H4O2S, with properties calculated with ωB97M-V/def2-TZVPD.

Each line ends with the natural charge from an NBO analysis.
Geometry (Å):
C  1.182  -1.381  -1.476  -0.272
C  -0.042  0.105  -0.110  0.131
C  -0.400  1.638  -0.065  0.364
H  1.711  -1.312  -2.419  0.205
H  1.824  -1.681  -0.632  0.209
H  0.395  -2.147  -1.522  0.206
H  0.081  2.251  -0.849  0.134
O  0.611  -0.094  -1.204  -0.470
O  -1.037  2.067  0.859  -0.447
S  -0.316  -0.942  1.130  -0.059

Forces on the atoms, in the same order (eV/Å):
-0.223 -0.686 0.703
-0.630 0.675 1.802
-0.146 -1.073 1.508
0.026 0.155 0.084
-0.028 0.268 -0.419
0.074 0.335 -0.114
-0.251 -0.048 -0.048
0.809 -0.482 -1.582
0.303 0.178 -0.962
0.065 0.679 -0.972

## Properties
net charge	0
DFT total energy	-18104.637	eV
maximum force	2.0	eV/A
relative energy (zero: lowest compared OMol25 entry of this formula, charge and spin)	137.8	kJ/mol
SMILES	COC(=S)C=O
HOMO	-0.33597	Ha
LUMO energy	-0.0228	hartree

Entry 8:
Below is an isolated molecule of C3H4O2S, with properties calculated with ωB97M-V/def2-TZVPD.

Each line ends with the natural charge from an NBO analysis.
Geometry (Å):
C  0.784  -0.008  0.563  -0.086
C  -0.273  -1.317  -0.009  0.403
C  -1.519  -0.879  -0.458  -0.291
O  0.283  -2.325  0.051  -0.572
O  2.062  -0.371  0.345  -0.701
S  -2.740  -0.093  0.297  0.278
H  0.495  0.991  0.092  0.185
H  0.562  -0.019  1.687  0.161
H  2.205  -1.307  0.391  0.495
H  -3.368  0.313  -0.894  0.128

Forces on the atoms, in the same order (eV/Å):
-2.987 0.170 0.434
-0.853 5.641 1.076
0.118 0.841 0.152
2.288 -5.193 0.064
0.979 1.296 -0.835
0.148 -0.255 -1.609
0.710 -1.368 0.644
-0.187 0.161 -1.341
-0.389 -1.140 0.160
0.174 -0.151 1.255

## Properties
net charge	0
DFT total energy	-18102.134	eV
maximum force	5.8	eV/A
relative energy (zero: lowest compared OMol25 entry of this formula, charge and spin)	379.3	kJ/mol
HOMO	-0.32738	Ha
LUMO energy	-0.0347	hartree